Molecular formula: C20H31N5O4
Method: DFT, ωB97M-V with the def2-TZVPD basis set

Each atom is followed by the atoms it is bonded to, with distances in Å.
Geometry (Å):
1 C 2.051 -3.970 -1.735  C2 1.527, H30 1.093, H31 1.092, H32 1.091
2 C 1.883 -2.846 -0.715  C1 1.527, C3 1.526, C4 1.528, H33 1.093
3 C 1.501 -1.544 -1.413  C2 1.526, H34 1.093, H35 1.092, H36 1.092
4 C 3.173 -2.725 0.094  C2 1.528, N5 1.454, H37 1.090, H38 1.093
5 N 3.261 -1.556 0.953  C4 1.454, N6 1.402, C28 1.395
6 N 3.699 -0.344 0.400  N5 1.402, C7 1.388, H39 1.015
7 C 3.158 0.661 1.191  N6 1.388, C8 1.495, C27 1.347
8 C 3.567 2.080 0.952  C7 1.495, C9 1.516, H40 1.091, H41 1.094
9 C 2.837 2.988 1.922  C8 1.516, O10 1.219, N11 1.343
10 O 3.347 3.418 2.943  C9 1.219
11 N 1.558 3.231 1.592  C9 1.343, C12 1.463, C26 1.456
12 C 0.690 2.791 0.499  N11 1.463, C13 1.552, H42 1.092, H43 1.088
13 C -0.486 3.492 1.229  C12 1.552, C14 1.517, C26 1.553, H44 1.091
14 C -1.632 2.600 1.667  C13 1.517, N15 1.460, H45 1.090, H46 1.093
15 N -2.605 2.336 0.610  C14 1.460, C16 1.452, C17 1.355
16 C -3.711 3.271 0.505  N15 1.452, H47 1.085, H48 1.094, H49 1.090
17 C -2.454 1.230 -0.159  N15 1.355, O18 1.229, C19 1.519
18 O -1.454 0.525 -0.050  C17 1.229
19 C -3.586 0.910 -1.120  C17 1.519, C20 1.531, H50 1.089, H51 1.094
20 C -3.696 -0.487 -1.738  C19 1.531, O21 1.219, N22 1.344
21 O -4.720 -0.771 -2.335  C20 1.219
22 N -2.642 -1.313 -1.632  C20 1.344, C23 1.430, H52 1.012
23 C -2.659 -2.607 -2.240  N22 1.430, C24 1.496, C25 1.499, H53 1.082
24 C -1.692 -3.620 -1.716  C23 1.496, C25 1.506, H54 1.081, H55 1.082
25 C -3.167 -3.781 -1.459  C23 1.499, C24 1.506, H56 1.081, H57 1.081
26 C 0.508 3.890 2.354  N11 1.456, C13 1.553, H58 1.094, H59 1.089
27 C 2.270 0.148 2.064  C7 1.347, C28 1.456, H60 1.077
28 C 2.268 -1.299 1.897  N5 1.395, C27 1.456, O29 1.218
29 O 1.566 -2.164 2.391  C28 1.218
30 H 2.823 -3.713 -2.466  C1 1.093
31 H 2.337 -4.909 -1.258  C1 1.092
32 H 1.121 -4.141 -2.279  C1 1.091
33 H 1.082 -3.112 -0.020  C2 1.093
34 H 2.306 -1.193 -2.064  C3 1.093
35 H 0.615 -1.700 -2.030  C3 1.092
36 H 1.273 -0.750 -0.698  C3 1.092
37 H 3.285 -3.596 0.741  C4 1.090
38 H 4.037 -2.698 -0.576  C4 1.093
39 H 4.709 -0.310 0.305  N6 1.015
40 H 4.641 2.199 1.095  C8 1.091
41 H 3.330 2.349 -0.081  C8 1.094
42 H 0.953 3.212 -0.474  C12 1.092
43 H 0.584 1.710 0.420  C12 1.088
44 H -0.861 4.360 0.684  C13 1.091
45 H -1.249 1.646 2.030  C14 1.090
46 H -2.167 3.081 2.490  C14 1.093
47 H -4.171 3.235 -0.478  C16 1.085
48 H -4.476 3.081 1.263  C16 1.094
49 H -3.329 4.282 0.649  C16 1.090
50 H -4.553 1.089 -0.652  C19 1.089
51 H -3.528 1.606 -1.962  C19 1.094
52 H -1.833 -0.978 -1.126  N22 1.012
53 H -2.875 -2.597 -3.301  C23 1.082
54 H -1.208 -4.279 -2.423  C24 1.081
55 H -1.074 -3.327 -0.877  C24 1.082
56 H -3.524 -3.583 -0.458  C25 1.081
57 H -3.709 -4.546 -1.997  C25 1.081
58 H 0.322 3.402 3.315  C26 1.094
59 H 0.661 4.956 2.518  C26 1.089
60 H 1.645 0.683 2.758  C27 1.077

Properties
ΔE to the lowest compared entry with this formula, charge and spin: 1.364 eV
Spin multiplicity: 1
SMILES: CC(C)Cn1[nH]c(CC(=O)N2CC(CN(C)C(=O)CC(=O)NC3CC3)C2)cc1=O
LUMO: 0.37 eV
Orbital gap: 8.98 eV
Charge: 0